(1)
{
  "formula": "C45H35Cl2N2O2PPdSi",
  "method": "wB97M-V/def2-TZVPD",
  "elements": ["Pd", "Cl", "Cl", "P", "Si", "O", "O", "N", "N", "C", "C", "C", "C", "C", "C", "C", "C", "C", "C", "C", "C", "C", "C", "C", "C", "C", "C", "C", "C", "C", "C", "C", "C", "C", "C", "C", "C", "C", "C", "C", "C", "C", "C", "C", "C", "C", "C", "C", "C", "C", "C", "C", "C", "C", "H", "H", "H", "H", "H", "H", "H", "H", "H", "H", "H", "H", "H", "H", "H", "H", "H", "H", "H", "H", "H", "H", "H", "H", "H", "H", "H", "H", "H", "H", "H", "H", "H", "H", "H"],
  "coordinates": [[-0.481, 0.581, 0.637], [-3.983, 2.492, -5.146], [-4.386, 3.810, 0.056], [-1.813, -1.375, 0.761], [2.595, 0.614, 0.482], [1.413, -0.311, 1.087], [-2.111, 1.925, 0.409], [-0.695, 0.374, 2.943], [-0.938, 0.445, -1.535], [-3.568, 2.901, -1.177], [3.169, -0.275, -3.543], [1.060, 4.306, 1.791], [-2.521, 2.069, -0.806], [-1.079, -4.909, -1.246], [-1.340, -0.824, 3.428], [-0.372, -0.322, -2.432], [-3.858, -1.272, -1.185], [2.420, 2.414, 1.056], [-5.879, -0.013, -0.851], [-3.415, 2.317, -3.508], [6.775, -0.853, 2.003], [5.471, 0.319, 0.361], [-1.119, -2.910, 0.100], [-2.008, -2.233, 5.262], [-1.960, -1.695, 2.536], [4.286, 0.008, 1.029], [-0.743, -0.277, -3.788], [0.202, -3.156, 0.486], [-2.619, -2.825, 3.022], [2.061, 1.853, -3.471], [0.230, -5.152, -0.859], [-1.752, -3.792, -0.770], [1.218, 2.954, 1.514], [2.615, 0.814, -4.204], [-4.001, 3.030, -2.505], [-3.464, -1.011, 0.126], [6.703, -0.101, 0.839], [-2.355, 1.421, -3.225], [5.610, -1.183, 2.680], [-1.719, 0.593, -4.179], [2.140, 5.161, 1.640], [-4.280, -0.216, 0.931], [3.360, 4.653, 1.213], [2.608, 0.715, -1.395], [-2.649, -3.094, 4.377], [-1.922, 1.317, -1.890], [3.492, 3.304, 0.922], [2.063, 1.800, -2.084], [3.165, -0.317, -2.156], [0.866, -4.274, 0.010], [4.383, -0.755, 2.195], [-1.360, -1.106, 4.791], [-5.063, -0.781, -1.667], [-5.480, 0.274, 0.448], [3.604, -1.175, -1.658], [-3.097, -3.501, 2.323], [3.611, -1.087, -4.108], [-0.866, -0.430, 5.478], [2.037, 6.216, 1.856], [0.733, -2.442, 1.108], [0.404, -0.993, -2.080], [1.625, 2.625, -1.530], [1.626, 2.704, -3.979], [0.100, 4.683, 2.118], [2.622, 0.854, -5.286], [0.754, -6.021, -1.234], [7.608, 0.153, 0.301], [0.358, 2.302, 1.682], [4.453, 2.939, 0.580], [-1.586, -5.591, -1.916], [-4.817, 3.705, -2.727], [-3.160, -3.973, 4.744], [5.434, 0.893, -0.559], [-3.970, 0.056, 1.933], [5.661, -1.775, 3.585], [3.476, -1.025, 2.724], [-3.204, -1.801, -1.867], [-1.183, 1.199, 3.279], [-6.813, 0.379, -1.232], [-2.016, -2.441, 6.323], [-2.021, 0.657, -5.215], [-0.242, -0.919, -4.499], [-2.784, -3.644, -1.059], [4.209, 5.314, 1.099], [1.891, -4.447, 0.308], [-6.091, 0.905, 1.079], [7.736, -1.184, 2.377], [0.279, 0.422, 3.233], [-5.348, -0.984, -2.691]],
  "atomic_forces_ev_per_a": [[-0.4, -0.9, 0.0], [0.0, 0.0, 0.0], [0.0, 0.0, 0.0], [0.1, 0.1, -0.1], [-0.2, -0.1, 0.4], [0.4, 0.3, -0.2], [-0.1, 0.2, -0.1], [-0.1, 0.2, 0.1], [0.2, 0.4, -0.2], [-0.1, 0.1, -0.1], [0.0, 0.0, 0.0], [0.1, 0.0, 0.0], [0.1, -0.2, 0.0], [0.0, 0.0, 0.0], [0.0, 0.0, 0.0], [-0.1, -0.1, 0.0], [0.1, 0.1, -0.2], [0.1, 0.2, 0.0], [0.0, 0.0, 0.0], [0.1, -0.1, 0.0], [0.0, 0.0, 0.0], [0.0, 0.0, -0.1], [0.0, 0.1, -0.1], [0.0, 0.0, 0.0], [-0.1, 0.0, 0.1], [0.0, -0.1, 0.1], [0.0, 0.0, 0.1], [0.1, 0.0, -0.1], [0.0, 0.0, 0.0], [0.0, 0.0, 0.0], [0.0, 0.0, 0.0], [-0.2, -0.1, 0.1], [-0.1, -0.2, 0.0], [0.0, 0.0, 0.0], [0.0, 0.0, 0.1], [0.0, -0.1, 0.1], [0.0, 0.0, 0.0], [-0.1, 0.0, -0.1], [0.0, 0.0, 0.0], [0.0, 0.0, 0.0], [0.0, 0.0, 0.0], [-0.1, 0.0, 0.0], [0.0, 0.0, 0.0], [0.1, 0.0, -0.1], [0.0, 0.0, 0.0], [0.0, -0.1, 0.2], [0.0, 0.0, 0.0], [0.0, 0.1, 0.0], [0.0, -0.1, 0.0], [0.0, 0.0, 0.0], [0.0, 0.0, 0.0], [0.0, 0.0, 0.0], [0.0, 0.0, 0.0], [0.0, 0.0, 0.0], [0.0, 0.0, 0.0], [0.0, 0.0, 0.0], [0.0, 0.0, 0.0], [0.0, 0.0, 0.0], [0.0, 0.0, 0.0], [0.0, 0.0, 0.0], [0.0, 0.0, 0.0], [0.0, 0.0, 0.0], [0.0, 0.0, 0.0], [0.0, 0.0, 0.0], [0.0, 0.0, 0.0], [0.0, 0.0, 0.0], [0.0, 0.0, 0.0], [0.1, 0.3, 0.0], [0.0, 0.0, 0.0], [0.0, 0.0, 0.0], [0.0, 0.0, 0.0], [0.0, 0.0, 0.0], [0.0, 0.0, 0.0], [0.0, -0.1, 0.0], [0.0, 0.0, 0.0], [0.0, 0.0, 0.0], [0.0, 0.0, 0.1], [0.1, 0.0, 0.1], [0.0, 0.0, 0.0], [0.0, 0.0, 0.0], [0.0, 0.0, 0.0], [0.0, 0.0, 0.0], [0.0, 0.0, 0.0], [0.0, 0.0, 0.0], [0.0, 0.0, 0.0], [0.0, 0.0, 0.0], [0.0, 0.0, 0.0], [0.0, -0.1, 0.0], [0.0, 0.0, 0.0]],
  "e_homo_ha": [-0.2631, -0.2676],
  "gap_ev": [7.34, 6.57],
  "spin_multiplicity": 3
}

=====

(2)
{
  "formula": "C6H5N2O",
  "method": "wB97M-V/def2-TZVPD",
  "elements": ["O", "N", "N", "C", "C", "C", "C", "C", "C", "H", "H", "H", "H", "H"],
  "coordinates": [[3.916, -0.292, -0.015], [1.875, 0.917, 0.121], [0.526, -1.031, 0.098], [-0.661, -1.647, -0.024], [0.514, 0.288, 0.049], [2.964, 0.285, 0.059], [-0.574, 1.127, -0.016], [-1.851, 0.471, 0.059], [-1.869, -0.925, 0.009], [-0.749, -2.791, 0.065], [1.559, 1.963, 0.043], [-2.702, -1.580, 0.107], [-2.685, 0.999, -0.395], [-0.265, 2.216, -0.161]],
  "atomic_forces_ev_per_a": [[1.3, -0.9, 0.0], [-3.0, 2.2, -0.3], [-0.3, -0.1, -0.7], [-0.3, -0.6, 1.6], [0.2, -1.9, 0.6], [-1.5, 1.3, -0.2], [0.4, 0.3, 0.1], [1.4, 0.4, -2.6], [1.6, 0.0, 0.6], [0.7, 2.0, -0.5], [2.6, -1.9, 0.3], [-1.1, 0.3, -0.4], [-0.4, 0.3, 1.2], [-1.6, -1.2, 0.2]],
  "e_homo_ha": -0.5244,
  "gap_ev": 9.04,
  "e_above_lowest_kcal_mol": 15.6,
  "charge": 1
}

=====

(3)
{
  "formula": "C4H5NO3",
  "method": "wB97M-V/def2-TZVPD",
  "elements": ["O", "O", "O", "N", "C", "C", "C", "C", "H", "H", "H", "H", "H"],
  "coordinates": [[0.476, 2.609, 0.160], [-3.795, 0.785, -0.195], [-3.055, -1.341, 0.152], [-0.073, -0.859, 0.087], [-2.933, 0.014, -0.038], [0.133, 1.288, 0.042], [1.095, 0.086, 0.163], [-0.846, 0.384, -0.073], [-2.252, -1.693, 0.329], [-0.056, -1.501, -0.690], [1.772, 0.033, 1.099], [-0.367, 3.231, 0.280], [1.896, -0.053, -0.615]],
  "atomic_forces_ev_per_a": [[-3.1, 0.8, 0.3], [0.0, 0.1, 0.0], [-4.2, 3.6, -1.1], [0.1, 1.8, 1.0], [3.6, -0.9, 0.1], [1.1, -0.7, 0.2], [2.6, 0.1, 0.5], [-4.2, -1.4, -0.1], [4.4, -1.7, 1.0], [0.1, 0.3, -0.5], [-1.7, 0.0, -0.9], [2.5, -2.2, -0.4], [-1.2, 0.2, 0.1]],
  "e_homo_ha": -0.3204,
  "gap_ev": 9.23,
  "e_above_lowest_kcal_mol": 113.4
}

=====

(4)
{
  "formula": "C4H10NO3PS2",
  "method": "wB97M-V/def2-TZVPD",
  "elements": ["S", "S", "P", "O", "O", "O", "N", "C", "C", "C", "C", "H", "H", "H", "H", "H", "H", "H", "H", "H", "H"],
  "coordinates": [[-1.676, -2.084, 0.961], [-1.101, -0.624, -1.686], [1.321, -0.050, 0.228], [1.641, -0.968, -0.984], [-1.548, 1.757, -0.113], [1.364, 1.212, -0.773], [-2.260, 0.621, 1.754], [1.806, -2.392, -1.018], [-1.196, -0.589, -0.001], [1.531, 2.420, -0.076], [-1.663, 0.719, 0.529], [-1.399, 0.627, -1.619], [1.211, -2.968, -0.177], [1.659, -2.796, -2.079], [-2.916, -1.652, 0.978], [-2.202, 1.333, 2.458], [0.599, 2.824, 0.186], [-2.226, -0.197, 2.189], [1.961, 3.070, -0.868], [2.859, -2.566, -0.694], [2.236, 2.303, 0.806]],
  "atomic_forces_ev_per_a": [[1.1, 0.7, -1.0], [-0.5, -2.1, -2.0], [-1.6, 0.1, 0.2], [0.4, -2.4, -1.4], [-0.2, 0.1, 0.4], [-0.4, -0.9, 1.0], [-0.2, 4.2, -1.1], [0.5, -1.3, 1.4], [1.9, -0.1, 2.3], [2.2, 1.2, -0.6], [0.1, -0.6, 0.4], [-0.3, 1.9, -0.8], [0.5, 1.2, -2.0], [-0.1, 0.8, 1.7], [-1.0, -0.3, 0.1], [-0.1, 0.9, -0.5], [-1.3, 0.5, 0.7], [0.3, -4.4, 1.9], [0.1, 0.0, 0.9], [-0.5, -0.1, -0.6], [-0.8, 0.3, -1.0]],
  "e_homo_ha": -0.2663,
  "gap_ev": 7.41,
  "e_above_lowest_kcal_mol": 36.1
}

=====

no.,calculated total energy (Eh)
1,-3675.02748
2,-416.05556
3,-435.73972
4,-1576.54449